{"formula": "C31H56F12NO31P4", "method": "the ωB97M-V functional and the def2-TZVPD basis", "total_energy_ha": -6166.43274, "homo_ev": -8.1, "total_charge": -1, "e_lumo_ev": 1.6, "species": ["P", "F", "F", "F", "F", "F", "F", "C", "C", "C", "O", "C", "N", "H", "H", "H", "H", "H", "H", "H", "H", "H", "H", "H", "C", "O", "P", "O", "O", "C", "O", "C", "H", "H", "H", "H", "H", "H", "H", "H", "H", "C", "O", "P", "O", "O", "C", "O", "C", "H", "H", "H", "H", "H", "H", "H", "H", "H", "C", "O", "P", "O", "O", "C", "O", "C", "H", "H", "H", "H", "H", "H", "H", "H", "H", "C", "C", "O", "C", "O", "O", "F", "H", "H", "H", "C", "C", "O", "C", "O", "O", "F", "H", "H", "H", "C", "C", "O", "C", "O", "O", "F", "H", "H", "H", "C", "C", "O", "C", "O", "O", "F", "H", "H", "H", "C", "C", "O", "C", "O", "O", "F", "H", "H", "H", "C", "C", "O", "C", "O", "O", "F", "H", "H", "H"], "positions_angstrom": [[6.393, -2.927, 30.246], [6.860, -4.294, 30.928], [4.882, -3.097, 30.933], [6.784, -1.972, 31.546], [6.023, -1.638, 29.343], [7.823, -2.847, 29.552], [5.927, -3.768, 28.980], [11.810, 3.286, 28.145], [11.534, 2.390, 29.350], [10.294, 1.499, 29.144], [9.966, 0.832, 30.376], [8.947, -0.121, 30.144], [12.656, 1.638, 29.873], [10.904, 3.836, 27.887], [12.191, 2.757, 27.272], [12.583, 3.999, 28.432], [11.217, 3.036, 30.170], [10.492, 0.710, 28.418], [9.405, 1.973, 28.728], [8.040, 0.319, 29.730], [8.627, -0.475, 31.123], [9.294, -0.963, 29.544], [12.890, 1.120, 29.037], [12.076, 0.947, 30.326], [9.169, 3.174, 24.902], [10.069, 2.139, 24.640], [9.392, 0.636, 24.342], [8.265, 0.693, 23.376], [10.695, -0.174, 23.856], [10.651, -1.620, 23.708], [9.016, 0.001, 25.830], [7.653, -0.111, 26.256], [8.936, 3.320, 25.957], [8.169, 3.047, 24.487], [9.538, 4.079, 24.420], [11.435, -1.998, 24.364], [10.743, -2.013, 22.695], [9.671, -1.936, 24.065], [7.691, -0.454, 27.290], [6.940, -0.733, 25.715], [7.244, 0.896, 26.173], [4.228, -6.737, 27.914], [4.424, -8.060, 27.380], [4.117, -8.289, 25.787], [3.804, -9.659, 25.292], [5.444, -7.561, 25.106], [5.687, -7.671, 23.721], [2.921, -7.275, 25.333], [1.744, -7.591, 24.565], [5.161, -6.174, 27.898], [3.787, -6.755, 28.911], [3.596, -6.143, 27.253], [5.882, -6.728, 23.211], [4.927, -8.280, 23.231], [6.629, -8.203, 23.584], [0.991, -8.005, 25.236], [2.068, -8.314, 23.817], [1.248, -6.808, 23.991], [3.923, -2.896, 26.756], [2.820, -3.542, 26.100], [1.510, -2.699, 25.681], [1.209, -1.754, 26.725], [0.395, -3.834, 25.475], [-1.011, -3.512, 25.383], [1.887, -2.059, 24.222], [2.030, -2.772, 22.987], [4.861, -3.151, 26.264], [3.905, -3.051, 27.835], [3.962, -1.832, 26.522], [-1.316, -2.481, 25.567], [-1.510, -4.199, 26.066], [-1.251, -3.729, 24.342], [1.404, -2.438, 22.160], [1.812, -3.825, 23.168], [3.011, -2.782, 22.512], [5.132, -5.506, 33.582], [4.730, -6.311, 32.285], [3.735, -7.104, 32.802], [3.890, -7.215, 34.099], [3.453, -8.155, 34.793], [4.686, -6.343, 34.634], [5.689, -7.121, 31.781], [4.669, -4.523, 33.669], [6.219, -5.477, 33.650], [4.399, -5.722, 31.430], [4.375, 0.543, 30.475], [3.328, 0.647, 29.335], [4.148, 0.844, 28.276], [5.365, 1.415, 28.705], [6.235, 1.877, 28.000], [5.407, 1.380, 29.972], [2.481, 1.688, 29.574], [4.625, -0.515, 30.537], [4.128, 0.850, 31.491], [2.698, -0.226, 29.163], [6.771, 1.177, 33.520], [8.137, 1.760, 33.656], [8.400, 1.753, 35.059], [7.133, 1.498, 35.672], [6.950, 1.427, 36.897], [6.223, 1.128, 34.751], [8.070, 3.055, 33.274], [6.989, 0.145, 33.247], [6.169, 1.559, 32.696], [8.946, 1.180, 33.211], [7.958, -3.342, 33.798], [8.951, -2.157, 33.845], [10.030, -2.755, 34.495], [9.684, -3.968, 35.124], [10.443, -4.630, 35.798], [8.387, -4.216, 34.894], [8.484, -1.114, 34.536], [8.084, -3.831, 32.831], [6.912, -3.036, 33.790], [9.229, -1.883, 32.827], [0.120, -3.180, 29.926], [1.514, -3.536, 30.322], [1.539, -4.985, 30.131], [0.611, -5.293, 29.195], [0.513, -6.326, 28.562], [-0.153, -4.231, 28.996], [1.699, -3.372, 31.611], [0.130, -2.154, 29.560], [-0.608, -3.134, 30.736], [2.308, -2.998, 29.805], [8.157, -4.692, 25.981], [8.424, -5.062, 27.430], [9.648, -4.395, 27.634], [10.228, -4.052, 26.505], [11.310, -3.505, 26.443], [9.435, -4.331, 25.466], [8.470, -6.394, 27.518], [7.543, -3.799, 25.856], [7.646, -5.469, 25.413], [7.674, -4.666, 28.115]], "mulliken_charge": [1.90, -0.52, -0.47, -0.31, -0.35, -0.28, -0.57, -1.42, 0.46, -0.60, -0.45, 0.07, -0.78, 0.34, 0.32, 0.38, 0.24, 0.20, 0.38, 0.01, -0.56, 0.53, 0.33, 0.40, -0.79, -0.30, 0.72, -0.69, -0.38, -0.44, 0.01, -0.50, 0.22, 0.38, 0.30, 0.27, 0.32, 0.10, 0.01, 0.36, 0.34, 0.13, -0.31, 0.41, -0.75, -0.13, -0.83, 0.23, -0.76, -0.02, 0.22, 0.00, 0.29, 0.37, 0.29, 0.30, 0.35, 0.21, -0.70, 0.29, 0.43, -0.70, -0.01, -0.89, -0.35, -0.55, 0.28, -0.02, 0.48, 0.34, 0.24, 0.31, 0.28, 0.12, 0.30, 0.17, 1.11, -0.34, 0.53, -0.65, -0.34, -0.33, 0.22, -0.02, -0.35, 0.20, 0.59, -0.26, 0.59, -0.58, -0.25, -0.37, -0.43, 0.50, 0.03, 0.38, 0.72, -0.38, 0.57, -0.58, -0.37, -0.35, -0.33, 0.21, 0.16, -0.38, 0.92, -0.43, 0.47, -0.55, -0.38, -0.29, 0.12, 0.41, 0.06, -0.25, 0.96, -0.19, 0.50, -0.56, -0.34, -0.33, 0.27, 0.27, -0.34, 0.08, 1.47, -0.33, 0.63, -0.58, -0.40, -0.35, 0.06, 0.09, -0.68]}

=====

{"formula": "C31H56F8NO21S2Y", "method": "the ωB97M-V functional and the def2-TZVPD basis", "total_energy_ha": -4482.50790, "homo_ev": -9.1, "total_charge": 0, "e_lumo_ev": -7.2, "species": ["Y", "C", "O", "O", "C", "F", "F", "F", "C", "C", "H", "H", "H", "H", "H", "H", "C", "O", "O", "C", "F", "F", "F", "C", "C", "H", "H", "H", "H", "H", "H", "N", "S", "O", "O", "F", "S", "O", "O", "F", "O", "C", "O", "C", "C", "C", "H", "H", "H", "H", "H", "H", "H", "H", "O", "C", "O", "C", "C", "C", "H", "H", "H", "H", "H", "H", "H", "H", "O", "C", "O", "C", "C", "C", "H", "H", "H", "H", "H", "H", "H", "H", "O", "C", "O", "C", "C", "C", "H", "H", "H", "H", "H", "H", "H", "H", "O", "C", "O", "C", "C", "C", "H", "H", "H", "H", "H", "H", "H", "H", "C", "C", "O", "C", "O", "O", "H", "H", "H", "H"], "positions_angstrom": [[-36.103, 2.920, -7.566], [-37.127, 8.509, -11.268], [-38.552, 8.768, -11.125], [-36.907, 7.167, -10.989], [-36.431, 9.049, -12.509], [-36.484, 8.375, -13.605], [-37.118, 10.207, -12.834], [-35.158, 9.416, -12.190], [-39.467, 8.188, -12.097], [-40.777, 8.923, -11.979], [-41.414, 8.684, -12.831], [-41.194, 8.665, -11.006], [-40.557, 9.973, -12.172], [-39.745, 7.136, -12.024], [-39.236, 8.455, -13.128], [-36.959, 9.212, -10.452], [-36.964, 0.032, -12.689], [-35.611, 0.504, -12.638], [-37.371, 0.587, -11.423], [-37.818, 0.387, -14.110], [-37.950, 1.731, -14.372], [-37.315, -0.261, -15.074], [-39.071, -0.138, -14.031], [-34.557, -0.290, -13.227], [-33.390, 0.776, -13.395], [-32.606, 0.028, -13.512], [-33.508, 1.415, -14.270], [-33.079, 1.221, -12.450], [-34.738, -0.581, -14.262], [-34.234, -1.113, -12.589], [-37.008, -1.056, -12.735], [-31.726, 2.007, -7.024], [-30.792, 0.750, -6.633], [-30.278, 0.679, -5.253], [-29.974, 0.126, -7.653], [-32.025, -0.323, -6.606], [-30.378, 3.065, -6.889], [-29.206, 2.959, -7.650], [-30.251, 3.490, -5.516], [-31.077, 4.315, -7.618], [-35.061, 7.541, -4.326], [-35.108, 8.400, -3.381], [-34.373, 9.463, -3.295], [-33.505, 9.852, -4.328], [-33.899, 11.308, -4.521], [-36.174, 8.358, -2.343], [-33.671, 9.306, -5.257], [-32.474, 9.555, -4.136], [-33.432, 11.931, -3.759], [-34.956, 11.559, -4.434], [-33.556, 11.652, -5.497], [-37.227, 8.572, -2.526], [-35.903, 9.020, -1.520], [-36.314, 7.315, -2.060], [-25.347, 9.751, -14.895], [-26.400, 10.277, -14.623], [-26.875, 10.665, -13.370], [-25.932, 10.593, -12.248], [-26.060, 9.455, -11.307], [-27.389, 10.611, -15.690], [-26.125, 11.510, -11.691], [-24.929, 10.793, -12.625], [-25.442, 9.647, -10.430], [-25.871, 8.439, -11.653], [-27.066, 9.448, -10.888], [-27.358, 11.683, -15.885], [-28.396, 10.341, -15.370], [-27.089, 10.153, -16.632], [-22.228, 4.027, -4.768], [-23.438, 4.018, -4.600], [-24.183, 2.991, -4.640], [-23.645, 1.801, -5.057], [-23.700, 0.917, -3.816], [-24.207, 5.282, -4.191], [-22.575, 1.860, -5.261], [-24.107, 1.412, -5.964], [-24.213, 1.419, -2.995], [-22.732, 0.613, -3.416], [-24.309, 0.020, -3.923], [-25.067, 5.358, -4.856], [-23.578, 6.170, -4.253], [-24.434, 5.203, -3.128], [-28.227, -10.546, -9.266], [-27.541, -9.641, -9.659], [-27.970, -8.540, -10.330], [-29.219, -8.374, -10.924], [-30.365, -8.301, -9.814], [-26.119, -9.576, -9.225], [-29.518, -9.124, -11.657], [-29.078, -7.396, -11.384], [-30.199, -7.399, -9.225], [-30.293, -9.228, -9.246], [-31.405, -8.345, -10.138], [-25.813, -8.546, -9.409], [-25.650, -10.303, -9.888], [-25.762, -9.800, -8.220], [-32.225, -6.974, -0.986], [-31.763, -6.476, -2.059], [-32.368, -6.409, -3.251], [-33.655, -6.911, -3.308], [-33.701, -8.409, -3.801], [-30.364, -5.967, -2.182], [-34.262, -6.224, -3.898], [-34.235, -6.871, -2.386], [-33.647, -9.077, -2.941], [-32.813, -8.832, -4.273], [-34.466, -8.631, -4.545], [-30.092, -5.181, -2.887], [-29.701, -6.827, -2.283], [-30.155, -5.410, -1.269], [-30.744, 3.516, 0.933], [-29.281, 3.205, 0.652], [-28.744, 4.453, 0.424], [-29.673, 5.429, 0.476], [-29.530, 6.573, 0.127], [-30.831, 4.917, 0.794], [-30.970, 3.127, 1.925], [-31.356, 2.996, 0.196], [-29.024, 2.612, -0.226], [-28.748, 2.762, 1.493]], "mulliken_charge": [1.17, 0.12, -0.30, -0.49, 0.77, -0.22, -0.25, -0.24, -0.04, -1.31, 0.39, 0.31, 0.35, 0.27, 0.23, 0.29, -0.03, -0.21, -0.45, 0.77, -0.24, -0.22, -0.26, -0.23, -1.12, 0.36, 0.31, 0.34, 0.28, 0.35, 0.34, -0.28, 1.00, -0.54, -0.57, -0.32, 1.03, -0.51, -0.54, -0.29, -0.67, 0.84, -0.27, -0.32, -1.05, -0.99, 0.28, 0.37, 0.28, 0.31, 0.35, 0.29, 0.29, 0.29, -0.53, 0.70, -0.33, -0.24, -1.05, -0.98, 0.29, 0.35, 0.35, 0.30, 0.28, 0.26, 0.30, 0.31, -0.60, 0.80, -0.32, -0.26, -1.06, -0.98, 0.28, 0.39, 0.31, 0.29, 0.30, 0.29, 0.31, 0.26, -0.53, 0.70, -0.32, -0.26, -0.99, -0.92, 0.30, 0.25, 0.27, 0.29, 0.36, 0.28, 0.24, 0.32, -0.59, 0.74, -0.32, -0.27, -1.15, -1.00, 0.40, 0.31, 0.34, 0.33, 0.32, 0.33, 0.24, 0.32, -0.20, -0.26, -0.35, 0.70, -0.55, -0.33, 0.27, 0.26, 0.24, 0.22]}

=====

- What is the formula in the second record?
  C31H56F8NO21S2Y